(1)
ORCA calculation (ωB97M-V/def2-TZVPD) on a cluster of 3 separate species, C16H50ClN7O2P3 in total in a non-equilibrium geometry.

Geometry as XYZ:
```
79
C16H50ClN7O2P3 | OMol25 | ωB97M-V/def2-TZVPD
C 2.57 -3.97 4.00
C 1.78 -5.39 4.10
C 0.18 -5.39 3.82
Cl -0.13 -6.50 2.32
P -0.64 -3.73 3.43
C -2.14 -4.11 4.61
N -3.29 -4.80 3.90
H 3.70 -4.18 4.33
H 2.63 -3.68 2.86
H 2.18 -3.12 4.70
H 2.28 -6.12 3.29
H 2.02 -5.88 5.14
H -0.34 -5.97 4.72
H 0.01 -3.01 4.50
H 0.36 -3.34 2.44
H -1.38 -4.39 2.36
H -1.33 -2.50 3.11
H -2.55 -3.03 4.92
H -1.80 -4.62 5.61
H -3.03 -5.73 3.51
H -3.55 -4.14 3.11
O -2.37 0.13 2.45
P -2.00 1.53 1.91
N -3.46 2.23 2.45
C -4.76 1.75 2.00
C -3.49 2.39 3.91
N -2.02 1.07 0.27
C -3.00 1.47 -0.72
C -1.55 -0.27 -0.05
N -1.56 3.14 1.28
C -0.21 3.49 1.71
C -2.40 4.33 1.30
H -5.56 2.36 2.43
H -4.93 0.71 2.26
H -4.88 1.88 0.92
H -2.57 2.85 4.27
H -3.60 1.42 4.42
H -4.31 3.04 4.22
H -3.90 0.85 -0.68
H -2.59 1.38 -1.73
H -3.30 2.52 -0.63
H -2.32 -1.03 0.12
H -0.67 -0.53 0.57
H -1.22 -0.35 -1.09
H -0.19 3.74 2.78
H 0.19 4.34 1.14
H 0.47 2.65 1.55
H -2.54 4.73 2.31
H -3.38 4.16 0.85
H -1.94 5.13 0.70
O 1.70 -0.18 -2.63
P 2.78 0.49 -3.50
N 2.08 2.04 -3.33
C 0.72 2.33 -3.76
C 2.28 2.60 -1.98
N 2.35 -0.30 -4.94
C 1.71 0.30 -6.10
C 1.90 -1.69 -4.82
N 4.03 1.27 -4.51
C 5.37 0.86 -4.05
C 4.08 2.67 -4.91
H 0.48 3.39 -3.60
H -0.02 1.72 -3.24
H 0.60 2.19 -4.84
H 3.33 2.50 -1.68
H 1.66 2.08 -1.24
H 2.04 3.67 -1.96
H 0.63 0.38 -5.98
H 1.90 -0.30 -7.00
H 2.11 1.29 -6.34
H 0.84 -1.74 -4.53
H 2.49 -2.22 -4.07
H 2.02 -2.23 -5.76
H 5.62 1.34 -3.10
H 6.13 1.09 -4.79
H 5.39 -0.23 -3.90
H 4.29 3.34 -4.07
H 3.15 3.00 -5.39
H 4.86 2.83 -5.66
```

Computed properties:
charge	-1
maximum force	0.144	hartree/bohr
HOMO level	-2.76	eV
gap between HOMO and LUMO	0.1209	Eh

(2)
ORCA calculation (ωB97M-V/def2-TZVPD) on a cluster of 11 separate species, C16H50F3N10O18S in total in a non-equilibrium geometry.

Geometry as XYZ:
```
98
C16H50F3N10O18S | OMol25 | ωB97M-V/def2-TZVPD
C -1.75 -0.06 -0.40
F -1.33 0.90 -1.28
F -2.76 0.44 0.34
F -2.30 -1.08 -1.05
S -0.30 -0.56 0.75
O 0.75 -1.12 -0.05
O 0.06 0.70 1.48
O -0.95 -1.52 1.64
C -0.20 5.62 -0.38
C -0.76 6.09 -1.74
O -0.94 7.50 -1.59
O -1.23 5.72 0.63
H 0.72 6.14 -0.12
H 0.18 4.60 -0.37
H -1.66 5.52 -1.95
H -0.15 5.96 -2.64
H -0.18 7.88 -1.12
H -2.04 5.67 0.11
C 4.21 -2.83 3.11
C 5.46 -2.84 4.00
O 5.38 -2.00 5.15
O 4.16 -1.63 2.38
H 3.31 -2.70 3.72
H 4.11 -3.67 2.44
H 6.43 -2.85 3.49
H 5.44 -3.77 4.57
H 6.25 -2.05 5.55
H 3.52 -1.88 1.71
C 6.16 1.98 4.26
C 4.64 2.20 4.72
O 3.75 2.79 3.78
O 6.14 1.48 2.96
H 6.78 1.38 4.93
H 6.62 2.96 4.16
H 4.66 2.76 5.66
H 4.14 1.25 4.91
H 3.32 2.09 3.28
H 5.53 0.75 3.09
C -3.35 -4.70 3.69
C -2.34 -4.45 4.88
O -1.03 -4.34 4.43
O -2.90 -5.72 2.80
H -3.31 -3.83 3.04
H -4.43 -4.73 3.85
H -2.41 -5.20 5.67
H -2.51 -3.47 5.34
H -1.14 -3.64 3.80
H -2.06 -5.57 2.37
C 0.64 4.62 -7.04
C -0.28 3.38 -6.65
O -1.59 3.57 -7.02
O 0.51 5.00 -8.35
H 1.64 4.22 -6.83
H 0.31 5.47 -6.44
H -0.30 3.25 -5.57
H 0.22 2.49 -7.02
H -1.94 2.69 -7.19
H 0.64 4.26 -8.94
C -4.14 0.82 5.36
O -4.67 -0.25 5.34
N -3.28 1.22 4.61
N -4.41 1.77 6.21
H -2.59 1.96 4.71
H -3.04 0.67 3.80
H -3.75 2.51 6.36
H -5.35 1.79 6.58
C -8.12 -0.78 -1.80
O -7.98 0.18 -2.53
N -7.19 -1.61 -1.44
N -9.17 -0.94 -1.07
H -7.49 -2.12 -0.63
H -6.28 -1.45 -1.84
H -10.00 -0.44 -1.36
H -9.38 -1.74 -0.49
C 0.43 -5.97 -1.01
O 0.27 -6.01 0.19
N 0.94 -5.00 -1.73
N 0.19 -6.99 -1.81
H 1.16 -4.12 -1.30
H 1.07 -5.17 -2.72
H -0.42 -7.70 -1.44
H 0.55 -6.98 -2.76
C 3.28 2.43 -2.43
O 2.99 2.64 -3.56
N 3.55 3.33 -1.49
N 3.46 1.23 -2.03
H 3.57 4.28 -1.82
H 3.80 2.97 -0.58
H 3.17 0.39 -2.53
H 3.75 1.07 -1.08
C 1.32 -2.23 -5.31
O 2.54 -2.43 -5.24
N 0.34 -3.15 -5.54
N 0.71 -1.10 -5.15
H -0.63 -2.86 -5.50
H 0.46 -4.14 -5.72
H 1.07 -0.26 -4.73
H -0.24 -0.97 -5.46
```

Computed properties:
charge	-1
maximum force	0.256	hartree/bohr
HOMO level	-6.62	eV
gap between HOMO and LUMO	0.3084	Eh

(3)
ORCA calculation (ωB97M-V/def2-TZVPD) on a cluster of 5 separate species, C16H50N2O16P7 in total in a non-equilibrium geometry.

Geometry as XYZ:
```
91
C16H50N2O16P7 | OMol25 | ωB97M-V/def2-TZVPD
C 1.27 1.26 7.90
C -0.14 1.75 8.15
P -0.91 2.45 6.59
C -1.14 4.22 7.08
C -2.56 1.77 6.40
P -3.80 2.38 7.50
N -3.48 2.76 9.01
P -2.58 0.04 6.24
N -1.93 -0.56 4.91
H 1.65 0.77 8.80
H 1.32 0.53 7.10
H 1.96 2.07 7.69
H -0.14 2.51 8.93
H -0.76 0.93 8.51
H -1.50 4.35 8.09
H -0.18 4.72 6.97
H -1.84 4.67 6.39
H -4.82 1.39 7.49
H -4.40 3.47 6.82
H -2.50 2.58 9.18
H -3.94 -0.32 6.30
H -1.97 -0.59 7.35
H -1.56 0.20 4.36
C 0.34 -2.95 3.66
O 1.77 -3.11 3.80
P 2.75 -2.07 3.11
O 2.61 -0.67 3.49
O 2.60 -2.35 1.54
C 1.75 -1.48 0.77
O 4.16 -2.71 3.43
C 4.34 -4.12 3.26
H 0.03 -1.91 3.63
H 0.02 -3.47 2.76
H -0.13 -3.41 4.53
H 1.92 -0.44 1.03
H 0.70 -1.73 0.93
H 1.99 -1.63 -0.28
H 3.84 -4.48 2.36
H 3.96 -4.65 4.13
H 5.41 -4.30 3.17
C 7.79 -1.57 -3.60
O 6.88 -2.25 -2.74
P 5.60 -2.95 -3.37
O 5.88 -3.95 -4.40
O 4.66 -1.75 -3.85
C 4.66 -1.37 -5.23
O 4.85 -3.48 -2.10
C 4.68 -2.62 -0.95
H 7.86 -2.07 -4.57
H 7.47 -0.54 -3.73
H 8.77 -1.59 -3.13
H 4.63 -2.24 -5.87
H 5.55 -0.77 -5.46
H 3.78 -0.76 -5.39
H 4.46 -1.60 -1.25
H 5.59 -2.64 -0.35
H 3.86 -3.01 -0.36
C -0.12 2.45 -4.38
O -0.95 1.65 -3.54
P -0.30 0.95 -2.27
O 0.34 1.86 -1.33
O 0.66 -0.17 -2.85
C 2.07 0.09 -2.93
O -1.51 0.14 -1.71
C -2.33 -0.64 -2.60
H 0.66 2.96 -3.81
H 0.34 1.83 -5.15
H -0.75 3.20 -4.86
H 2.43 0.55 -2.02
H 2.29 0.74 -3.78
H 2.57 -0.86 -3.08
H -1.73 -1.15 -3.35
H -3.06 0.00 -3.09
H -2.85 -1.38 -2.00
C -7.09 1.12 -4.42
O -6.99 0.96 -5.84
P -5.55 0.71 -6.47
O -4.83 -0.45 -5.95
O -4.78 2.10 -6.31
C -3.86 2.25 -5.21
O -5.88 0.67 -8.00
C -6.74 1.66 -8.57
H -6.36 0.51 -3.89
H -6.96 2.17 -4.15
H -8.09 0.80 -4.12
H -3.22 1.37 -5.12
H -4.39 2.42 -4.28
H -3.24 3.12 -5.43
H -6.54 2.65 -8.16
H -7.78 1.40 -8.39
H -6.55 1.68 -9.64
```

Computed properties:
charge	-1
maximum force	0.035	hartree/bohr
HOMO level	-3.61	eV
gap between HOMO and LUMO	0.1923	Eh